210
Properties=species:S:1:pos:R:3:forces:R:3:mulliken_charge:R:1 method="wB97M-V/def2-TZVPD" total_charge=0 smiles=CC1(C)CCCC(C)(C)N1O.CC1(C)CCCC(C)(C)N1O.CC1(C)CCCC(C)(C)N1O.CC1(C)CCCC(C)(C)N1O.CC1(C)CCCC(C)(C)N1O.CC1(C)CCCC(C)(C)N1O.CO.CO.CO.CO.CO e_homo_ha=-0.2973 e_above_lowest_kcal_mol=1.4 lumo_energy_ha=0.0138 orbital_gap_ev=8.5
C 7.547 20.257 18.166 -0.46 0.85 -1.11 -0.753
O 7.635 18.858 18.114 0.29 -0.80 0.12 -0.479
H 6.833 20.556 18.927 -0.12 -0.22 0.06 0.285
H 8.479 20.779 18.370 0.36 -0.25 0.13 0.246
H 7.189 20.618 17.181 0.01 0.14 0.51 0.321
H 8.166 18.599 17.348 0.15 0.28 0.21 0.176
C 7.259 14.808 18.639 1.11 -1.71 -0.14 -0.586
O 7.955 15.985 18.632 2.29 1.41 0.05 -0.203
H 7.274 14.300 17.645 0.23 -0.06 0.66 0.165
H 7.763 14.217 19.455 -0.85 0.07 -1.03 0.076
H 6.262 15.009 18.864 -1.93 -0.11 0.69 0.404
H 7.531 16.727 18.215 -0.70 0.40 -0.04 0.308
C 7.910 16.765 15.601 0.67 -1.65 0.35 -0.858
O 9.319 16.899 15.978 -1.59 0.56 0.07 -0.209
H 7.180 17.484 15.994 0.52 0.04 0.21 0.329
H 7.844 16.752 14.540 0.20 0.53 -0.97 0.380
H 7.589 15.730 15.840 -0.04 0.58 0.31 0.151
H 9.429 16.384 16.791 0.03 0.15 0.03 -0.027
C 17.009 13.706 11.809 0.70 0.34 1.33 -0.725
O 16.513 15.074 11.848 -1.20 -2.12 -0.35 -0.305
H 16.604 13.120 12.667 0.05 0.51 -0.56 0.185
H 16.674 13.251 10.891 0.15 -0.16 -0.31 0.295
H 18.137 13.662 11.935 -1.30 0.15 -0.50 0.324
H 17.229 15.640 12.004 1.44 1.29 0.33 0.160
C 13.415 16.480 9.802 1.85 0.07 -1.50 -0.747
O 13.773 16.070 11.090 1.07 -0.30 0.85 -0.151
H 12.924 15.663 9.284 -0.90 0.16 -0.07 0.268
H 12.912 17.459 9.779 -0.40 -0.63 0.38 0.336
H 14.293 16.659 9.116 -0.29 -0.09 0.80 0.184
H 14.680 15.660 11.158 -1.19 0.73 -0.37 0.219
C 14.130 21.495 24.825 0.40 0.40 0.67 -1.412
C 15.395 21.931 24.026 0.05 -0.39 0.06 1.945
C 16.270 20.636 23.747 0.60 1.49 0.12 -2.040
C 15.666 19.718 22.720 0.66 -1.09 -0.52 3.435
C 15.697 20.492 21.387 -0.64 1.31 1.24 -0.663
C 14.754 21.760 21.556 0.59 -0.38 -1.02 2.700
N 15.084 22.563 22.721 1.05 0.20 0.17 0.016
O 14.135 23.605 22.844 0.08 -0.32 0.32 -0.496
C 15.085 22.559 20.272 -0.83 2.48 1.45 -2.139
C 13.283 21.369 21.585 -0.78 -1.01 -0.45 -1.651
C 16.208 22.931 24.850 0.59 -0.69 -0.38 -2.108
H 14.320 21.452 25.924 0.11 -0.10 -0.85 0.379
H 13.882 20.517 24.473 -0.56 -0.67 0.10 0.284
H 13.243 22.140 24.739 0.37 -0.01 -0.23 0.211
H 17.353 20.887 23.538 -1.18 0.23 -0.59 0.358
H 16.445 20.123 24.655 -0.50 -0.57 1.40 0.592
H 14.657 19.363 23.023 0.27 0.65 -0.40 -1.395
H 16.212 18.744 22.735 -0.08 0.88 -0.33 -1.371
H 15.271 20.019 20.522 -0.07 -0.72 -0.27 -0.430
H 16.714 20.886 21.086 -0.89 -0.65 0.67 0.342
H 15.992 23.164 20.475 -0.31 -0.54 -0.26 0.445
H 15.186 21.976 19.403 0.29 -1.07 -0.98 0.236
H 14.297 23.308 20.028 0.35 -0.40 0.31 0.444
H 13.086 20.772 20.684 -0.12 -0.06 0.34 -0.222
H 12.978 20.783 22.477 0.34 0.15 -0.52 0.334
H 12.564 22.193 21.510 0.41 0.15 -0.04 0.706
H 15.731 23.876 24.946 -0.84 0.72 0.18 0.424
H 17.139 23.164 24.325 0.10 -0.29 0.18 0.411
H 16.394 22.520 25.848 0.17 0.10 -0.16 0.417
H 13.292 23.151 23.033 0.16 0.37 0.00 0.361
C 17.558 15.751 23.532 0.11 0.88 -0.54 -1.843
C 17.230 15.284 22.128 0.22 -0.20 -1.46 1.653
C 16.487 16.400 21.306 -1.50 -1.56 0.68 0.226
C 17.328 17.560 20.790 -0.61 -0.60 0.16 0.146
C 18.317 16.915 19.890 1.78 -0.66 -0.39 -1.431
C 19.249 15.922 20.698 -1.03 -1.29 -0.27 1.868
N 18.407 14.850 21.316 -1.45 1.57 -1.15 0.256
O 19.220 13.994 22.046 0.17 -2.01 -0.22 -0.558
C 20.072 15.224 19.602 0.06 0.56 -1.01 -1.879
C 20.178 16.454 21.777 0.27 1.18 0.60 -1.888
C 16.307 14.038 22.182 0.02 0.81 0.93 -1.549
H 16.640 15.825 24.079 -0.58 0.21 0.46 0.454
H 18.073 16.721 23.541 -0.35 -0.20 0.04 0.189
H 18.181 15.056 24.038 0.63 -0.74 0.42 0.492
H 15.900 15.828 20.515 1.12 0.93 0.21 0.256
H 15.639 16.677 21.951 0.31 0.46 0.12 -0.778
H 17.826 18.138 21.581 -0.06 -0.36 -0.03 0.495
H 16.711 18.270 20.261 -0.32 0.20 -0.24 -0.410
H 19.034 17.627 19.449 -0.34 0.02 0.06 0.791
H 17.836 16.371 19.006 0.52 0.53 1.33 -0.037
H 20.948 14.701 20.021 -0.43 0.04 -0.36 0.427
H 19.397 14.546 18.990 0.90 0.64 0.85 0.352
H 20.419 16.048 18.903 -0.03 -1.09 0.70 0.339
H 20.644 15.634 22.345 0.29 0.23 -0.87 0.420
H 20.867 17.159 21.329 0.79 -0.23 -0.17 0.466
H 19.791 17.053 22.611 -0.80 -0.02 -0.49 0.276
H 16.249 13.565 21.180 -0.22 0.27 0.71 0.436
H 15.335 14.395 22.597 0.36 -0.50 -0.63 0.025
H 16.708 13.355 22.949 -0.09 -0.07 -0.52 0.536
H 19.103 13.151 21.542 0.36 0.88 0.86 0.380
C 11.045 13.889 20.698 -1.25 1.73 1.41 -2.502
C 11.151 14.844 21.936 0.61 0.92 0.36 1.997
C 12.650 15.056 22.263 -0.65 0.47 -1.91 -1.384
C 12.817 16.209 23.257 0.48 -0.02 0.27 -0.657
C 12.301 17.457 22.586 -0.80 -0.04 -1.68 -0.831
C 10.797 17.407 22.273 0.46 -0.68 1.80 2.066
N 10.598 16.185 21.550 -1.26 -1.94 -1.18 1.876
O 9.143 15.959 21.357 1.59 0.62 -0.25 -0.665
C 10.069 17.511 23.622 -1.68 -0.41 0.87 -2.092
C 10.415 18.566 21.400 0.20 0.09 -0.28 -2.236
C 10.435 14.357 23.192 -0.57 -2.03 -1.00 -2.107
H 11.478 12.949 20.905 0.76 -1.00 0.22 0.668
H 11.432 14.340 19.798 0.39 0.24 -0.04 0.193
H 9.990 13.725 20.541 -0.47 -0.21 -0.23 0.360
H 13.039 14.075 22.511 0.30 0.01 0.50 0.884
H 13.073 15.308 21.229 0.05 -0.02 1.45 -0.040
H 13.873 16.370 23.537 -0.32 -0.24 0.02 -0.219
H 12.225 16.040 24.186 0.75 -0.07 -0.55 0.749
H 12.723 17.582 21.585 0.68 -0.11 0.02 -0.167
H 12.424 18.396 23.068 0.56 0.67 0.97 0.500
H 10.445 16.862 24.446 0.06 0.67 -0.70 0.352
H 10.006 18.540 23.990 0.50 0.02 -0.06 0.449
H 8.993 17.237 23.559 0.58 -0.04 -0.38 0.348
H 9.362 18.623 21.252 -0.96 -0.10 -0.08 0.597
H 10.707 19.468 21.899 0.28 0.73 0.19 0.471
H 10.873 18.522 20.416 0.24 -0.07 0.00 -0.031
H 10.674 13.304 23.452 0.11 0.48 -0.23 0.369
H 9.366 14.389 23.045 -0.36 -0.04 -0.17 0.434
H 10.620 14.949 24.039 0.48 0.69 0.99 0.399
H 9.156 16.132 20.409 -0.87 -0.04 -0.23 0.163
C 11.916 17.135 18.123 0.78 0.50 2.39 -0.575
C 13.147 17.946 17.574 -1.25 -1.71 -0.23 2.041
C 14.414 17.019 17.725 -0.71 2.10 2.21 0.242
C 15.491 17.432 16.754 -0.94 -1.53 -0.99 -0.711
C 14.899 17.401 15.324 -1.60 0.85 0.60 -0.972
C 13.766 18.426 15.106 -1.06 -0.48 0.78 1.127
N 12.748 18.052 16.144 0.20 -0.11 -1.43 1.411
O 11.641 18.963 16.002 0.55 0.27 0.28 -0.645
C 14.250 19.868 15.207 1.36 -0.70 1.11 -1.527
C 13.162 18.250 13.696 -0.13 -0.97 -0.20 -1.034
C 13.323 19.329 18.178 -0.50 -1.01 0.55 -0.356
H 11.029 17.797 18.149 0.16 -0.55 -0.44 0.462
H 12.045 16.885 19.249 0.02 0.10 -1.71 -0.132
H 11.805 16.200 17.532 -0.20 0.79 0.48 -1.221
H 14.729 17.154 18.819 -0.08 0.23 -1.26 -0.848
H 14.142 15.986 17.778 -0.24 -0.84 -0.94 -0.071
H 16.217 16.641 16.709 0.97 -0.07 0.44 0.545
H 15.913 18.375 17.072 0.33 0.18 -0.29 0.276
H 14.413 16.441 15.060 0.62 0.12 0.43 -0.212
H 15.608 17.636 14.581 1.27 0.04 -0.89 0.748
H 13.526 20.641 15.434 -0.31 -0.17 -0.06 0.082
H 15.072 19.890 15.954 -0.53 0.41 -0.34 0.283
H 14.728 20.045 14.275 0.40 0.70 -0.94 0.442
H 12.698 17.219 13.498 0.67 1.48 0.43 -0.148
H 12.417 19.039 13.573 -0.14 -0.23 -0.18 0.598
H 13.956 18.419 12.930 -0.50 -0.24 0.53 -0.335
H 12.527 19.926 17.785 -0.60 0.54 0.04 0.735
H 14.217 19.714 17.756 1.03 0.64 0.30 0.256
H 13.282 19.332 19.280 0.30 -0.07 -0.47 -1.140
H 10.843 18.423 15.974 0.04 -0.51 -0.15 0.354
C 16.416 18.537 10.795 -2.05 0.12 -0.10 -1.267
C 16.957 19.591 9.825 -0.20 -1.23 -0.44 2.081
C 16.467 20.964 10.192 -0.97 0.81 1.45 -1.513
C 17.208 21.604 11.371 -0.01 0.23 0.52 -0.100
C 18.718 21.623 11.064 0.16 -0.38 -0.76 -1.393
C 19.287 20.195 10.760 -1.96 0.39 -0.12 1.990
N 18.405 19.612 9.642 1.95 0.54 0.31 0.111
O 18.905 18.286 9.323 -0.54 -0.03 0.67 -0.505
C 20.668 20.316 10.231 1.63 0.13 1.01 -2.158
C 19.430 19.374 12.005 0.32 -2.10 1.03 -1.678
C 16.315 19.266 8.481 -1.48 0.44 0.59 -2.171
H 15.333 18.334 10.502 1.23 0.30 0.46 -0.017
H 16.367 18.797 11.856 0.41 0.07 -0.10 -0.112
H 16.909 17.607 10.627 0.58 -0.72 0.11 0.711
H 16.429 21.658 9.363 0.47 0.08 -0.50 0.464
H 15.395 20.890 10.493 0.57 -0.25 -0.21 0.363
H 17.025 20.983 12.304 0.15 0.87 -0.90 -0.019
H 16.772 22.647 11.521 0.72 -1.27 0.07 0.344
H 19.345 22.095 11.843 -0.39 -0.26 -0.22 0.440
H 18.919 22.153 10.112 -0.33 0.18 0.49 0.361
H 21.276 21.080 10.792 -0.67 -0.65 -0.56 0.370
H 21.167 19.358 10.362 0.25 -0.04 -0.06 0.429
H 20.678 20.516 9.200 0.01 0.65 -1.43 0.517
H 18.603 19.173 12.672 -0.78 0.35 -0.21 0.238
H 19.844 18.360 11.802 -0.38 0.54 -0.33 0.385
H 20.186 19.773 12.663 0.36 0.64 0.09 0.450
H 15.250 19.517 8.609 0.13 -0.07 -0.14 0.407
H 16.306 18.255 8.134 0.53 -0.81 0.06 0.325
H 16.664 19.912 7.723 0.68 0.69 -0.95 0.580
H 19.395 18.291 8.486 -0.43 0.77 0.25 0.329
C 12.099 12.652 17.716 -0.69 1.38 0.64 -1.472
C 11.168 12.507 16.483 1.36 -0.48 1.03 2.179
C 10.637 13.809 16.036 -0.26 2.72 -0.77 -1.528
C 11.653 14.728 15.324 -0.46 1.65 0.27 2.475
C 12.131 14.012 14.104 0.52 -1.85 0.20 -1.698
C 12.745 12.610 14.506 -0.16 1.57 -0.83 1.825
N 11.817 11.869 15.348 -1.07 0.21 -2.28 0.103
O 12.498 10.733 15.695 1.01 -1.98 1.31 -0.495
C 13.102 11.893 13.190 -0.48 0.25 -0.32 -1.912
C 14.042 12.902 15.244 -0.29 0.73 0.57 -1.318
C 10.005 11.641 16.884 -0.29 -1.09 0.80 -1.825
H 12.713 13.572 17.839 -0.77 -0.13 -0.45 0.115
H 12.825 11.893 17.783 0.59 -1.36 -0.02 0.400
H 11.433 12.598 18.583 0.47 -0.02 -0.03 0.303
H 9.774 13.732 15.365 0.22 -0.55 -0.30 0.625
H 10.182 14.394 16.833 0.18 -0.27 0.81 -0.142
H 12.469 15.144 15.971 -0.49 -0.83 -0.39 -1.504
H 11.134 15.677 15.014 0.30 -0.89 0.29 0.374
H 12.960 14.471 13.569 -0.33 0.55 -0.18 0.373
H 11.264 13.847 13.446 0.37 0.05 -0.08 0.320
H 12.267 11.535 12.593 -0.66 0.27 0.23 0.438
H 13.604 12.623 12.530 0.17 -0.40 0.38 0.221
H 13.682 10.996 13.316 0.71 -0.13 0.31 0.424
H 14.694 13.526 14.648 0.19 0.25 -0.15 0.133
H 13.832 13.387 16.203 0.22 0.17 -0.42 0.032
H 14.553 12.011 15.494 0.63 -1.11 0.11 0.509
H 10.230 10.569 16.871 0.19 0.21 0.09 0.351
H 9.215 11.795 16.196 -0.91 0.03 -0.85 0.545
H 9.600 11.860 17.878 0.24 0.16 -0.12 0.214
H 12.032 9.923 15.434 -0.31 0.72 -0.18 0.365